Computed, not measured: a 8-piece molecular cluster, H16O8 overall in a non-equilibrium geometry, with wB97M-V/def2-TZVPD.

Atoms and positions in Å:
O  -15.18  -10.58  2.65
O  -13.40  -9.44  4.71
O  -14.22  -11.77  4.33
O  -15.78  -7.47  1.74
O  -17.06  -9.31  2.77
O  -13.41  -11.32  1.15
O  -16.55  -12.17  1.91
O  -14.30  -13.23  2.81
H  -17.52  -10.10  2.48
H  -13.31  -9.56  3.77
H  -14.62  -10.66  3.42
H  -16.00  -12.60  1.26
H  -12.84  -8.69  4.91
H  -16.11  -11.33  2.08
H  -16.24  -8.28  1.95
H  -14.43  -11.39  5.19
H  -14.17  -12.71  4.49
H  -14.05  -12.36  3.14
H  -15.78  -9.87  2.87
H  -13.54  -10.65  0.48
H  -14.10  -11.16  1.79
H  -16.16  -6.81  2.32
H  -14.90  -13.57  3.47
H  -17.75  -8.68  2.93

Values from the calculation:
Gap between HOMO and LUMO (eV): 9.613
HOMO level (Ha): -0.355
Energy relative to the best compared isomer or geometry (same formula, charge and spin) (kcal/mol): 157.7
2S+1: 1
SMILES: O.O.O.O.O.O.O.O

***

Computed, not measured: a 2-piece molecular cluster, ClFHOPS overall in a non-equilibrium geometry, with wB97M-V/def2-TZVPD.

Atoms and positions in Å:
Cl  3.17  -1.50  0.43
S  2.95  1.89  0.23
P  2.52  0.15  -0.51
F  0.11  -0.04  1.16
O  1.63  0.08  -1.63
H  -0.76  -0.02  1.45

Values from the calculation:
Gap between HOMO and LUMO (eV): 8.961
HOMO level (Ha): -0.359
Energy relative to the best compared isomer or geometry (same formula, charge and spin) (kcal/mol): 47.1
2S+1: 1
SMILES: O=P(=S)Cl.F

***

Computed, not measured: a 2-piece molecular cluster, C2H3BrN2S overall in a non-equilibrium geometry, with wB97M-V/def2-TZVPD.

Atoms and positions in Å:
Br  -1.08  2.24  0.81
S  1.22  -0.84  -1.23
N  0.07  0.40  -1.08
N  0.27  -0.25  1.11
C  -0.40  0.58  0.28
C  1.06  -1.03  0.54
H  -2.42  -0.25  0.46
H  1.35  -1.95  1.01
H  -0.07  1.11  -1.90

Values from the calculation:
Gap between HOMO and LUMO (spin up / spin down) (eV): 8.670 / 6.664
HOMO level (spin up / spin down) (Ha): -0.323 / -0.254
Energy relative to the best compared isomer or geometry (same formula, charge and spin) (kcal/mol): 100.2
2S+1: 1

***

Computed, not measured: a 7-piece molecular cluster, C34H87N6O9S overall in a non-equilibrium geometry, with wB97M-V/def2-TZVPD.

Atoms and positions in Å:
S  -4.73  4.32  0.05
O  -0.87  2.70  -0.07
O  1.59  -2.68  5.01
O  -7.88  -0.68  -2.68
O  -7.54  1.00  -4.41
O  -3.64  8.90  3.30
O  -5.91  -5.60  -0.30
O  -2.91  5.06  -4.18
O  10.95  -4.24  -1.46
O  4.92  -0.91  -0.52
N  2.98  -3.14  2.53
N  -3.40  8.64  0.45
N  6.55  -2.75  0.97
N  -7.15  -3.63  1.38
N  -0.43  -0.13  0.26
N  11.39  -7.06  -1.13
C  -7.16  -5.04  1.79
C  -3.69  10.23  3.79
C  2.93  -3.18  5.02
C  -4.71  8.94  1.05
C  11.94  -3.41  -0.87
C  -4.40  5.52  -1.39
C  13.57  -6.10  -1.66
C  0.60  -3.65  5.34
C  7.35  -2.86  -1.33
C  3.35  -3.91  3.73
C  -6.97  -5.98  0.57
C  -6.40  -2.83  -2.86
C  -2.03  5.57  -5.25
C  -0.40  1.91  -1.18
C  2.78  -5.32  3.61
C  1.75  0.83  -0.28
C  -7.69  0.73  -3.10
C  -4.62  -6.03  0.12
C  12.14  -6.33  -2.15
C  0.32  0.61  -0.77
C  -7.67  1.88  -1.93
C  -6.18  2.07  -1.20
C  6.16  -3.08  -0.41
C  -2.78  5.77  -1.66
C  -6.13  -5.26  2.89
C  4.89  -2.30  -0.83
C  -6.54  -1.27  -2.36
C  11.42  -5.02  -2.56
C  -2.19  4.85  -2.92
C  -6.37  3.42  -0.22
C  5.62  -0.11  -1.46
C  -4.77  8.50  2.53
C  0.12  3.53  0.51
C  -5.03  10.42  0.83
H  4.66  -2.46  -1.90
H  0.27  -4.16  4.43
H  12.21  -6.96  -3.05
H  1.98  -2.91  2.62
H  10.47  -7.29  -1.50
H  -5.99  1.13  -0.50
H  -7.08  -3.57  -2.25
H  0.82  3.92  -0.23
H  -3.24  7.64  0.51
H  -5.92  10.71  1.40
H  -4.71  10.54  4.04
H  2.30  -0.12  -0.26
H  4.45  -4.01  3.74
H  -4.97  5.20  -2.36
H  -8.15  -5.26  2.22
H  -6.64  -2.89  -4.00
H  3.44  -2.23  2.57
H  -1.22  6.34  -4.89
H  -6.87  -7.03  0.88
H  5.91  -4.15  -0.45
H  -8.00  2.90  -2.44
H  -6.86  3.06  0.80
H  4.04  -2.71  -0.28
H  14.12  -7.05  -1.64
H  -7.90  -3.47  0.71
H  14.11  -5.43  -2.33
H  -3.99  -6.12  -0.77
H  12.03  -4.42  -3.24
H  0.65  2.99  1.30
H  0.21  2.52  -1.85
H  -0.39  4.38  0.98
H  -6.00  -6.32  3.10
H  5.51  -0.48  -2.48
H  10.52  -5.30  -3.12
H  -3.73  3.31  -0.04
H  -5.29  -3.19  -2.71
H  13.61  -5.69  -0.65
H  1.72  -5.33  3.35
H  -4.78  7.41  2.56
H  0.38  -0.02  -1.67
H  -2.17  3.71  -2.58
H  -6.30  -1.21  -1.21
H  -5.47  8.37  0.50
H  3.57  -2.30  5.14
H  7.05  -2.94  -2.38
H  -2.69  9.04  1.07
H  3.11  -3.80  5.91
H  -4.20  11.07  1.13
H  3.31  -5.88  2.83
H  -0.26  -3.12  5.74
H  5.22  0.90  -1.41
H  5.78  -2.99  1.60
H  -2.71  6.07  -6.09
H  2.29  1.51  -0.94
H  7.82  -1.88  -1.18
H  -4.83  6.56  -1.01
H  -5.76  -0.56  -2.93
H  -1.44  4.71  -5.82
H  -3.08  10.29  4.69
H  -2.69  6.91  -1.98
H  11.19  -6.41  -0.37
H  0.95  -4.36  6.08
H  -4.17  -5.28  0.77
H  12.47  -3.95  -0.09
H  -7.17  4.08  -0.79
H  -5.23  10.62  -0.22
H  1.78  1.24  0.73
H  6.60  -1.73  1.04
H  -6.30  -3.48  0.83
H  2.91  -5.87  4.55
H  -5.15  -4.84  2.63
H  12.65  -3.02  -1.61
H  -1.35  -0.36  -0.11
H  -1.04  5.14  -3.03
H  -4.65  -7.00  0.62
H  -1.30  1.64  -1.74
H  -0.63  0.53  1.01
H  -5.70  8.83  3.01
H  -3.25  10.91  3.05
H  6.68  -0.05  -1.19
H  11.44  -2.56  -0.40
H  -6.45  -4.77  3.81
H  -5.30  2.19  -1.97
H  -8.41  1.60  -1.06
H  -2.16  5.61  -0.65
H  8.12  -3.61  -1.15
H  -7.89  -5.93  -0.04

Values from the calculation:
Charge: +1
Gap between HOMO and LUMO (eV): 7.094
HOMO level (Ha): -0.369
Energy relative to the best compared isomer or geometry (same formula, charge and spin) (kcal/mol): 139.6
2S+1: 1

***

Computed, not measured: AlF2 as an isolated structure in a non-equilibrium geometry, with wB97M-V/def2-TZVPD.

Atoms and positions in Å:
Al  0.23  -0.67  -0.46
F  -1.02  1.52  -1.89
F  0.79  -0.85  2.35

Values from the calculation:
Charge: +1
Gap between HOMO and LUMO (eV): 4.619
HOMO level (Ha): -0.647
Energy relative to the best compared isomer or geometry (same formula, charge and spin) (kcal/mol): 89.3
2S+1: 1

***

Computed, not measured: a 12-piece molecular cluster, C39H71FO11 overall in a non-equilibrium geometry, with wB97M-V/def2-TZVPD.

Atoms and positions in Å:
F  1.18  6.66  4.71
O  -5.99  -7.01  -6.12
O  4.56  7.32  -4.60
O  -7.89  0.37  -6.82
O  0.71  -1.29  10.91
O  0.14  -1.10  -1.49
O  -5.45  6.02  -5.12
O  -4.71  -1.49  3.31
O  7.40  -3.12  -1.16
O  -0.44  -8.51  -0.90
O  2.78  -7.52  8.13
O  7.38  2.71  3.90
C  2.78  7.85  -6.02
C  8.45  4.70  4.51
C  -0.04  6.66  4.15
C  -7.54  -0.10  -5.75
C  -8.59  -0.34  -4.74
C  -1.19  6.56  4.92
C  -0.14  6.70  2.74
C  -6.38  6.32  -5.78
C  1.91  -7.95  -1.22
C  4.01  -7.40  10.10
C  1.27  -0.23  0.41
C  0.18  -0.25  8.92
C  -5.40  -1.39  2.29
C  4.71  -6.05  7.93
C  -6.10  -0.43  -5.46
C  -5.16  -7.42  -6.89
C  -5.57  -2.69  1.39
C  3.76  -7.03  8.67
C  0.58  -7.90  -0.45
C  7.70  4.18  2.07
C  -7.84  6.39  -5.31
C  0.50  1.24  -1.55
C  -2.56  6.63  2.88
C  7.83  -1.51  -2.80
C  -0.06  -1.26  9.95
C  0.56  -7.13  0.87
C  9.34  -1.86  -0.79
C  -3.80  -6.74  -7.06
C  5.18  7.40  -6.90
C  -1.36  6.72  2.10
C  -1.11  -2.33  9.80
C  -5.96  -0.07  1.86
C  8.13  -2.25  -1.59
C  0.59  -0.13  -0.92
C  4.23  7.55  -5.76
C  -2.46  6.58  4.29
C  7.81  3.76  3.53
C  -5.57  -8.53  -7.84
C  -6.24  6.77  -7.26
H  1.83  0.71  0.43
H  -5.24  -3.50  2.04
H  0.54  -0.14  1.21
H  -4.83  -9.34  -7.78
H  -7.01  7.46  -7.62
H  -9.62  -0.08  -4.95
H  5.14  -5.26  8.55
H  6.85  3.84  1.48
H  10.22  -2.42  -1.10
H  -2.09  -1.86  9.82
H  -6.23  0.57  2.69
H  2.21  8.25  -5.17
H  -8.53  5.96  -6.03
H  0.51  -0.86  8.08
H  -7.92  5.86  -4.36
H  3.94  -6.51  10.73
H  5.09  6.40  -7.32
H  2.29  6.89  -6.15
H  -1.41  6.69  1.03
H  3.23  -8.06  10.48
H  9.23  -1.98  0.28
H  9.52  -0.81  -1.04
H  -8.33  0.25  -3.85
H  -5.47  -8.08  -8.83
H  1.30  1.53  -2.24
H  2.76  -7.76  -0.57
H  -6.06  -1.48  -5.19
H  -6.60  -8.87  -7.75
H  -5.74  0.23  -4.67
H  -5.46  -0.25  -6.32
H  6.24  7.56  -6.67
H  -0.28  -6.49  1.13
H  -1.19  6.50  6.00
H  8.64  4.00  1.55
H  0.76  6.72  2.15
H  9.52  4.73  4.32
H  4.14  -5.64  7.09
H  -1.11  -2.82  8.82
H  7.53  5.26  2.07
H  7.57  -0.46  -2.62
H  -5.05  -2.60  0.44
H  2.55  8.59  -6.79
H  -3.93  -5.86  -7.68
H  -5.31  7.30  -7.50
H  -3.16  -7.39  -7.65
H  -0.75  0.30  8.77
H  -5.30  0.44  1.16
H  -0.34  1.35  -2.25
H  2.04  -8.92  -1.71
H  -8.58  -1.40  -4.50
H  1.96  -7.19  -2.00
H  4.86  8.04  -7.72
H  0.59  -7.87  1.67
H  -3.53  6.63  2.42
H  -3.26  -6.45  -6.16
H  4.94  -7.92  10.30
H  1.98  -1.05  0.57
H  0.59  2.05  -0.83
H  0.91  0.54  9.08
H  1.47  -6.53  0.82
H  8.44  4.27  5.51
H  8.01  5.69  4.46
H  -3.38  6.41  4.83
H  -6.45  5.80  -7.71
H  -6.85  -0.22  1.24
H  5.52  -6.67  7.57
H  -6.58  -3.02  1.13
H  -8.10  7.44  -5.25
H  -1.12  -2.99  10.67
H  7.04  -2.05  -3.32
H  8.78  -1.49  -3.33

Values from the calculation:
Gap between HOMO and LUMO (eV): 9.484
HOMO level (Ha): -0.340
2S+1: 1
SMILES: Fc1ccccc1.CC(C)=O.CC(C)=O.CC(C)=O.CC(C)=O.CC(C)=O.CC(C)=O.CC(C)=O.CC(C)=O.CC(C)=O.CC(C)=O.CC(C)=O